No. 1
DFT (ωB97M-V with the def2-TZVPD basis set) results for a molecular structure, C37H93FNO18PSSi2 at a distorted geometry.

```
154
Properties=species:S:1:pos:R:3
C -0.900 -1.236 2.889
C -2.011 -0.720 2.320
C -2.167 -0.387 0.858
Si -2.042 -1.829 -0.337
S -3.531 -3.251 0.246
C -2.573 -1.285 -2.065
N -4.026 -1.499 -2.257
O -0.578 -2.604 -0.298
Si 0.891 -1.964 -0.727
C 2.142 -3.354 -0.701
C 1.494 -0.709 0.516
C 2.710 0.089 0.043
C 2.568 1.593 0.219
F 3.835 -0.357 0.777
C 0.915 -1.324 -2.527
P 0.645 0.429 -2.743
O 0.035 1.081 -1.577
O 2.048 1.083 -3.154
O -0.247 0.643 -4.073
H -0.493 -0.780 3.788
H -0.420 -2.130 2.499
H -2.867 -0.495 2.959
H -1.512 0.446 0.593
H -3.193 -0.029 0.722
H -3.388 -3.327 1.578
H -2.311 -0.231 -2.216
H -2.082 -1.894 -2.829
H -4.565 -0.863 -1.683
H -4.274 -1.321 -3.223
H 1.711 -4.259 -0.269
H 3.027 -3.068 -0.131
H 2.452 -3.616 -1.715
H 1.831 -1.330 1.353
H 0.709 -0.067 0.908
H 2.976 -0.148 -0.994
H 2.706 2.145 -0.708
H 3.304 1.939 0.946
H 1.583 1.845 0.606
H 0.212 -1.890 -3.142
H 1.912 -1.568 -2.907
H 2.005 1.554 -3.992
H -0.504 -0.186 -4.483
C -8.623 2.270 2.669
O -8.427 2.393 1.273
C -7.326 3.214 0.923
C -6.122 2.394 0.518
O -5.591 1.662 1.610
C -5.945 0.291 1.600
H -9.371 1.494 2.824
H -7.701 1.984 3.182
H -8.995 3.208 3.095
H -7.063 3.880 1.751
H -7.634 3.832 0.074
H -5.336 3.070 0.165
H -6.388 1.722 -0.305
H -5.413 -0.237 0.800
H -7.021 0.146 1.477
H -5.638 -0.133 2.555
C 1.865 7.873 -0.281
O 0.742 7.268 -0.888
C 1.034 6.040 -1.536
C 0.607 4.847 -0.711
O 1.383 4.722 0.471
C 0.696 5.159 1.631
H 1.501 8.703 0.322
H 2.400 7.173 0.366
H 2.558 8.263 -1.036
H 2.103 5.971 -1.768
H 0.480 6.031 -2.480
H 0.761 3.935 -1.298
H -0.458 4.915 -0.470
H -0.097 4.452 1.893
H 0.265 6.155 1.503
H 1.414 5.188 2.450
C -6.066 -5.032 -1.784
O -7.261 -5.672 -2.199
C -7.043 -6.870 -2.920
C -7.272 -8.094 -2.060
O -6.300 -8.206 -1.034
C -6.765 -7.794 0.236
H -6.340 -4.230 -1.102
H -5.397 -5.723 -1.265
H -5.540 -4.594 -2.639
H -6.030 -6.892 -3.337
H -7.754 -6.887 -3.752
H -7.189 -8.988 -2.687
H -8.281 -8.068 -1.637
H -7.487 -8.512 0.640
H -7.229 -6.805 0.194
H -5.903 -7.753 0.899
C 6.148 0.762 -3.291
O 6.920 0.054 -2.343
C 6.135 -0.623 -1.372
C 6.027 -2.103 -1.657
O 5.278 -2.359 -2.839
C 6.082 -2.680 -3.957
H 6.824 1.097 -4.077
H 5.372 0.130 -3.733
H 5.677 1.640 -2.834
H 5.135 -0.189 -1.312
H 6.621 -0.481 -0.403
H 5.496 -2.580 -0.828
H 7.024 -2.550 -1.726
H 6.528 -3.675 -3.846
H 6.879 -1.946 -4.105
H 5.436 -2.683 -4.834
C 3.048 -6.733 -5.176
O 3.488 -7.859 -4.443
C 4.245 -7.525 -3.292
C 3.426 -7.640 -2.026
O 2.398 -6.666 -1.980
C 1.115 -7.177 -2.287
H 2.344 -7.088 -5.927
H 2.547 -6.004 -4.532
H 3.888 -6.244 -5.684
H 4.653 -6.512 -3.380
H 5.084 -8.226 -3.236
H 4.083 -7.464 -1.168
H 3.009 -8.647 -1.933
H 0.743 -7.814 -1.478
H 1.121 -7.749 -3.219
H 0.443 -6.326 -2.396
C 6.670 4.130 1.233
O 5.774 5.099 0.723
C 4.537 5.152 1.422
C 4.488 6.328 2.370
O 5.407 6.190 3.442
C 6.580 6.964 3.284
H 7.632 4.288 0.748
H 6.795 4.226 2.315
H 6.322 3.117 1.002
H 4.361 4.218 1.965
H 3.744 5.259 0.679
H 3.486 6.387 2.809
H 4.672 7.258 1.821
H 6.364 8.031 3.411
H 7.038 6.807 2.304
H 7.281 6.655 4.057
C -2.154 4.254 7.458
O -2.840 3.412 6.551
C -3.211 4.059 5.346
C -2.285 3.700 4.207
O -0.977 4.214 4.407
C -0.050 3.236 4.842
H -1.770 3.624 8.259
H -1.318 4.769 6.978
H -2.833 4.997 7.891
H -3.233 5.145 5.482
H -4.223 3.727 5.094
H -2.674 4.144 3.284
H -2.257 2.613 4.072
H 0.185 2.534 4.033
H -0.427 2.678 5.702
H 0.863 3.757 5.128
```

## Properties
Net charge: 0
HOMO energy in eV: -8.31
Kohn-Sham gap in eV: 8.26
LUMO level in eV: -0.05

No. 2
DFT (ωB97M-V with the def2-TZVPD basis set) results for 2 unconnected molecules or ions with the total composition C3H10IN2 at a distorted geometry.

```
16
Properties=species:S:1:pos:R:3
C -1.294 0.651 0.401
C -0.263 1.291 -0.619
C 0.741 0.364 -1.025
N 1.847 0.866 -1.797
N 0.790 -0.905 -0.818
I -1.685 -3.427 3.594
H -0.723 0.243 1.325
H -2.064 1.324 0.895
H -1.702 -0.212 -0.029
H 0.398 2.118 -0.340
H -0.847 1.715 -1.485
H 2.764 0.465 -1.981
H 1.732 1.852 -2.075
H 1.650 -1.471 -0.960
H 0.009 -1.377 -0.251
H -1.352 -3.496 5.163
```

## Properties
Net charge: +1
HOMO energy in eV: -12.45
Kohn-Sham gap in eV: 8.70
Energy above the lowest of the compared OMol25 structures with the same formula, charge and spin in kcal per mole: 4.7
LUMO level in eV: -3.75

No. 3
DFT (ωB97M-V with the def2-TZVPD basis set) results for 9 unconnected molecules or ions with the total composition FH16O8 at a distorted geometry.

```
25
Properties=species:S:1:pos:R:3
F 0.199 0.018 -0.286
O -1.994 -1.247 0.351
H -1.226 -0.723 0.128
H -2.704 -0.694 0.146
O 2.079 -1.694 -1.331
H 2.603 -1.304 -1.958
H 1.601 -1.116 -0.781
O -1.268 2.034 -0.347
H -0.748 1.246 -0.375
H -0.960 2.463 -1.112
O -0.465 -0.949 -2.545
H -0.171 -0.614 -1.640
H -1.362 -1.245 -2.583
O 0.819 -1.902 1.434
H 1.076 -2.574 0.805
H 0.639 -1.124 0.914
O 0.920 1.454 1.663
H 0.110 1.559 2.117
H 0.731 0.969 0.880
O 2.091 1.653 -1.119
H 1.993 2.515 -0.660
H 1.353 1.170 -0.786
O -1.476 0.282 2.374
H -2.187 0.202 3.010
H -1.643 -0.382 1.694
```

## Properties
Net charge: -1
HOMO energy in eV: -6.70
Kohn-Sham gap in eV: 10.11
Energy above the lowest of the compared OMol25 structures with the same formula, charge and spin in kcal per mole: 41.2
LUMO level in eV: 3.40

No. 4
DFT (ωB97M-V with the def2-TZVPD basis set) results for a molecular structure, C2H5NOS at a distorted geometry.

```
10
Properties=species:S:1:pos:R:3
C -0.475 0.349 -0.131
C 0.972 -0.016 0.034
H -1.561 -0.743 1.198
H -0.983 -1.716 -0.329
H -0.555 1.166 0.699
H -0.779 0.842 -1.217
H 1.682 1.635 -0.305
N -1.618 -0.618 -0.002
O 2.023 0.749 0.088
S 1.294 -1.649 -0.036
```

## Properties
Net charge: 0
HOMO energy in eV: -8.78
Kohn-Sham gap in eV: 8.80
Energy above the lowest of the compared OMol25 structures with the same formula, charge and spin in kcal per mole: 83.3
LUMO level in eV: 0.02

No. 5
DFT (ωB97M-V with the def2-TZVPD basis set) results for a molecular structure, C4H7N2 at a distorted geometry.

```
13
Properties=species:S:1:pos:R:3
C -0.712 0.360 0.990
C 0.069 -0.909 0.637
C -1.456 1.260 1.620
C 1.061 -0.390 -1.745
N 0.366 -0.137 -0.550
N -0.350 0.882 -0.230
H 1.083 -1.148 1.200
H -0.570 -1.864 0.531
H -1.799 1.012 2.710
H -1.709 2.267 1.126
H 0.877 -1.181 -2.563
H 1.090 0.506 -2.220
H 2.052 -0.658 -1.505
```

## Properties
Net charge: +1
HOMO energy in eV: -15.50
Kohn-Sham gap in eV: 9.49
Energy above the lowest of the compared OMol25 structures with the same formula, charge and spin in kcal per mole: 123.4
LUMO level in eV: -6.02

No. 6
DFT (ωB97M-V with the def2-TZVPD basis set) results for a molecular structure, C31H36Br36FN2O11PS at a distorted geometry.

```
119
Properties=species:S:1:pos:R:3
C -2.593 -2.923 8.423
C -3.293 -1.779 7.574
O -3.824 -2.311 6.352
C -2.786 -2.498 5.374
C -2.840 -1.370 4.280
O -3.677 -1.632 3.156
C -3.159 -2.676 2.328
C -1.841 -2.278 1.528
O -2.089 -2.053 0.136
C -1.058 -2.617 -0.696
C 0.090 -1.569 -0.989
C -0.212 -0.607 -2.064
C 0.767 0.422 -2.466
S 0.401 1.591 -3.815
O 0.734 2.913 -3.320
O -1.003 1.542 -4.167
F 1.413 1.279 -5.048
C 2.020 0.477 -1.746
C 2.332 -0.490 -0.637
C 1.383 -1.536 -0.262
P 1.783 -2.793 1.069
O 1.619 -2.132 2.614
O 3.351 -3.380 0.800
C 3.754 -0.131 -0.077
O 4.216 -0.495 0.959
N 4.248 0.744 -1.137
N 5.548 0.566 -1.618
C 6.530 1.514 -1.044
C 7.305 2.392 -2.098
O 6.754 1.675 0.122
C 5.992 -0.830 -1.568
C 6.971 -1.420 -0.503
O 5.582 -1.597 -2.407
C 3.280 1.429 -1.953
O 3.416 2.409 -2.599
H -3.046 -3.893 8.080
H -2.714 -2.763 9.517
H -1.519 -2.955 8.101
H -4.100 -1.330 8.201
H -2.557 -0.955 7.330
H -1.780 -2.416 5.879
H -2.857 -3.541 4.979
H -1.795 -1.079 3.997
H -3.279 -0.465 4.790
H -3.950 -2.883 1.537
H -3.001 -3.650 2.859
H -1.090 -3.091 1.739
H -1.378 -1.334 1.947
H -1.576 -2.794 -1.680
H -0.677 -3.587 -0.299
H -1.193 -0.685 -2.616
H 1.731 -1.162 2.506
H 3.782 -3.442 1.676
H 8.053 3.029 -1.577
H 6.514 2.974 -2.641
H 7.796 1.730 -2.867
H 7.618 -0.660 -0.004
H 6.425 -1.960 0.318
H 7.664 -2.158 -0.990
C 3.611 3.493 1.933
Br 3.673 2.241 0.440
Br 4.586 2.831 3.467
Br 4.197 5.258 1.410
H 2.576 3.578 2.225
C -0.579 5.066 1.464
Br -0.451 3.831 -0.021
Br 0.393 4.427 3.013
Br -0.035 6.850 0.962
H -1.625 5.118 1.746
C 0.918 9.752 -2.006
Br 1.092 10.016 -0.095
Br 1.077 7.888 -2.495
Br -0.710 10.539 -2.692
H 1.746 10.274 -2.474
C -5.957 0.541 1.275
Br -6.223 -1.352 0.990
Br -4.219 1.122 0.654
Br -7.386 1.590 0.502
H -5.984 0.707 2.347
C -0.262 0.144 -7.850
Br -1.695 0.699 -9.022
Br -0.776 -1.364 -6.754
Br 1.372 -0.204 -8.824
H -0.061 0.971 -7.177
C 4.827 -4.068 -4.618
Br 3.400 -3.517 -5.804
Br 4.308 -5.572 -3.520
Br 6.468 -4.413 -5.583
H 5.022 -3.237 -3.947
C -1.771 -5.391 11.446
Br -0.489 -4.100 10.781
Br -3.599 -4.846 11.103
Br -1.415 -7.167 10.770
H -1.650 -5.430 12.523
C -4.912 11.649 -3.037
Br -4.637 11.657 -1.123
Br -3.395 12.391 -3.981
Br -5.369 9.887 -3.689
H -5.760 12.294 -3.240
C -4.366 -1.417 -4.704
Br -4.504 0.136 -5.844
Br -2.747 -1.386 -3.639
Br -5.935 -1.645 -3.598
H -4.303 -2.284 -5.354
C 4.699 -7.029 -8.204
Br 3.272 -6.479 -9.388
Br 4.180 -8.534 -7.106
Br 6.340 -7.375 -9.168
H 4.894 -6.198 -7.532
C 0.799 1.185 5.194
Br 0.712 2.666 6.437
Br 1.345 -0.453 6.065
Br -0.855 0.957 4.217
H 1.567 1.430 4.466
C -10.036 -1.692 -3.610
Br -9.951 -2.938 -5.086
Br -9.014 -2.312 -2.089
Br -9.515 0.092 -4.144
H -11.073 -1.641 -3.296
```

## Properties
Net charge: 0
HOMO energy in eV: -8.82
Kohn-Sham gap in eV: 7.20
LUMO level in eV: -1.61

No. 7
DFT (ωB97M-V with the def2-TZVPD basis set) results for a molecular structure, C48H67MnN4O6P2SSbSi3.

```
133
Properties=species:S:1:pos:R:3
Mn -0.217 0.262 -0.053
O 0.137 -0.117 2.068
P -0.176 -1.388 2.792
C 0.288 -2.844 1.801
P -0.842 -2.947 0.374
O -1.361 -1.594 0.030
C -2.185 -4.044 0.841
C -1.954 -5.308 1.379
C -3.024 -6.119 1.720
C -4.323 -5.670 1.511
C -4.553 -4.421 0.957
C -3.484 -3.601 0.621
C 0.071 -3.705 -0.963
C 1.231 -4.453 -0.778
C 1.907 -4.961 -1.876
C 1.422 -4.720 -3.153
C 0.266 -3.973 -3.340
C -0.415 -3.460 -2.249
C -1.910 -1.544 3.240
C -2.354 -2.538 4.110
C -3.695 -2.614 4.446
C -4.589 -1.683 3.930
C -4.147 -0.685 3.074
C -2.807 -0.616 2.720
C 0.753 -1.482 4.331
C 1.115 -2.677 4.947
C 1.783 -2.660 6.162
C 2.089 -1.450 6.767
C 1.733 -0.255 6.157
C 1.066 -0.269 4.942
H 0.303 -3.762 2.388
H 1.295 -2.631 1.427
H -0.941 -5.668 1.521
H -2.849 -7.101 2.139
H -5.159 -6.305 1.774
H -5.565 -4.080 0.787
H -3.641 -2.621 0.191
H 1.624 -4.629 0.217
H 2.821 -5.520 -1.736
H 1.960 -5.102 -4.010
H -0.098 -3.762 -4.336
H -1.289 -2.836 -2.397
H -1.658 -3.256 4.528
H -4.042 -3.390 5.115
H -5.635 -1.738 4.200
H -4.845 0.040 2.677
H -2.450 0.144 2.033
H 0.892 -3.630 4.483
H 2.067 -3.591 6.634
H 2.611 -1.438 7.715
H 1.975 0.689 6.628
H 0.788 0.658 4.455
N -0.292 0.347 -1.825
C -1.183 -0.172 -2.694
C -0.779 -0.513 -4.014
C -1.632 -1.120 -4.916
C -2.950 -1.421 -4.577
C -3.391 -1.065 -3.305
C -2.545 -0.452 -2.397
H 0.247 -0.296 -4.289
H -1.266 -1.366 -5.907
H -3.616 -1.891 -5.287
H -4.418 -1.267 -3.020
H -2.901 -0.201 -1.402
C -4.110 2.838 -2.116
Si -3.632 3.319 -0.375
C -4.827 2.447 0.782
C -3.813 5.176 -0.203
Sb -1.229 2.588 0.225
Si -1.060 3.739 2.534
C 0.680 3.678 3.247
C -2.105 2.708 3.705
C -1.599 5.543 2.637
Si 0.010 3.981 -1.546
C -0.873 3.751 -3.172
C 1.755 3.319 -1.709
C 0.087 5.807 -1.095
H -5.201 2.796 -2.176
H -3.715 1.865 -2.402
H -3.763 3.564 -2.850
H -5.846 2.791 0.591
H -4.606 2.614 1.835
H -4.795 1.371 0.592
H -4.818 5.478 -0.508
H -3.099 5.695 -0.842
H -3.653 5.511 0.819
H 1.073 2.662 3.266
H 0.634 4.046 4.276
H 1.378 4.310 2.695
H -1.771 1.668 3.699
H -3.160 2.719 3.434
H -2.018 3.088 4.726
H -1.357 6.096 1.730
H -1.093 6.028 3.475
H -2.673 5.631 2.806
H -1.138 2.703 -3.320
H -0.203 4.047 -3.983
H -1.773 4.362 -3.240
H 1.720 2.231 -1.625
H 2.427 3.746 -0.962
H 2.145 3.565 -2.699
H -0.857 6.311 -1.306
H 0.864 6.300 -1.684
H 0.320 5.958 -0.041
C 7.016 5.077 1.992
C 6.117 4.067 1.289
S 7.124 2.861 0.447
O 7.816 2.084 1.447
O 7.862 3.539 -0.584
C 5.941 1.789 -0.349
C 5.435 0.689 0.583
N 4.148 0.180 0.122
C 2.952 0.707 0.477
N 1.950 0.101 -0.138
C 2.500 -0.860 -0.929
C 3.856 -0.824 -0.782
N 4.827 -1.632 -1.451
O 4.399 -2.520 -2.173
O 6.013 -1.331 -1.325
C 2.789 1.812 1.447
H 6.404 5.805 2.522
H 7.636 5.603 1.270
H 7.664 4.579 2.710
H 5.490 4.535 0.530
H 5.495 3.519 1.998
H 6.471 1.373 -1.206
H 5.127 2.415 -0.718
H 5.302 1.049 1.602
H 6.150 -0.126 0.607
H 1.908 -1.472 -1.589
H 3.364 2.693 1.159
H 3.097 1.510 2.451
H 1.732 2.067 1.466
```

## Properties
2S+1: 2
Net charge: 0
HOMO energy (alpha / beta) in eV: -5.12 / -5.06
Kohn-Sham gap (alpha / beta) in eV: 4.70 / 4.64
⟨S²⟩: 0.79
Energy above the lowest of the compared OMol25 structures with the same formula, charge and spin in kcal per mole: 5.7
LUMO level (alpha / beta) in eV: -0.42 / -0.42

No. 8
DFT (ωB97M-V with the def2-TZVPD basis set) results for 2 unconnected molecules or ions with the total composition C4H2O7S at a distorted geometry.

```
14
Properties=species:S:1:pos:R:3
C -3.360 0.226 -0.014
C 2.139 -0.531 0.331
C -0.440 0.117 -0.119
C 0.687 -0.055 0.712
O -3.482 -0.389 0.994
O 2.723 -1.147 1.299
O -3.581 0.732 -1.030
O 2.696 -0.272 -0.763
O 1.086 2.431 -0.624
O -0.202 0.100 -1.472
O 0.376 -0.608 1.905
S 0.274 1.869 0.517
H 0.811 0.147 -1.683
H 1.254 -1.191 1.947
```

## Properties
Net charge: -2
HOMO energy in eV: 0.94
Kohn-Sham gap in eV: 4.69
Energy above the lowest of the compared OMol25 structures with the same formula, charge and spin in kcal per mole: 76.2
LUMO level in eV: 5.63

Looking at DFT total energy for the records above, in order, we have -116816.2632 -14347.1947 -19359.9243 -16524.7710 -7230.3884 -2602592.5457 -160012.6565 -29345.6501 eV.